[1]
This record from OMol25 describes 2 unconnected molecules or ions with the total composition C4H14N2O. The level of theory is the ωB97M-V functional and the def2-TZVPD basis.

electronic energy	-9401.49671	eV
energy above the lowest of the compared OMol25 structures with the same formula, charge and spin	2.110	eV
charge	0
gap between HOMO and LUMO	9.33	eV
E_LUMO	0.80	eV

The geometry in XYZ format:
```
21
Properties=species:S:1:pos:R:3:forces:R:3:mulliken_charge:R:1
C 0.573 0.758 2.282 -0.3 1.1 0.9 -0.939
N 0.325 1.393 1.010 0.0 -0.2 -1.8 -0.224
C 0.947 0.820 -0.214 0.6 0.5 0.7 -0.987
C 0.876 -0.686 -0.246 0.0 0.1 -1.1 -0.489
C -0.478 -1.339 -0.451 -0.7 -2.6 0.6 -0.362
N -0.539 -2.287 -1.605 -0.2 0.5 -1.0 -0.680
H 1.635 0.773 2.558 -0.1 -0.3 0.2 0.305
H -0.004 1.359 3.005 0.5 0.0 0.0 0.323
H 0.129 -0.223 2.450 0.2 -0.2 -0.8 0.299
H 0.652 2.351 0.962 -0.3 0.1 0.9 0.192
H 2.023 1.080 -0.354 -0.2 0.0 0.7 0.362
H 0.499 1.383 -1.039 -0.3 -0.7 -0.3 0.471
H 1.339 -1.088 0.659 0.1 0.2 -0.2 0.340
H 1.519 -0.976 -1.098 -0.2 -0.1 0.4 0.392
H -1.400 -0.761 -0.365 0.7 0.4 -0.4 0.455
H -0.629 -2.117 0.308 0.3 0.7 0.8 0.131
H -1.361 -2.118 -2.169 -0.2 0.1 0.1 0.215
H 0.219 -2.223 -2.278 0.2 0.3 0.4 0.224
O -2.149 0.928 -1.132 -0.9 0.3 -0.8 -0.665
H -1.501 1.415 -0.620 0.1 0.3 0.3 0.333
H -2.673 1.556 -1.661 0.5 -0.2 0.5 0.303
```
Positions in Å, forces in eV/Å.


[2]
This record from OMol25 describes 2 unconnected molecules or ions with the total composition C4H14N2O. The level of theory is the ωB97M-V functional and the def2-TZVPD basis.

electronic energy	-9400.87579	eV
energy above the lowest of the compared OMol25 structures with the same formula, charge and spin	2.731	eV
charge	0
gap between HOMO and LUMO	10.09	eV
E_LUMO	0.93	eV

The geometry in XYZ format:
```
21
Properties=species:S:1:pos:R:3:forces:R:3:mulliken_charge:R:1
C -1.520 1.730 1.350 1.9 0.3 -4.2 -1.165
C -0.400 0.669 0.920 -1.4 0.4 -1.3 -0.422
N -0.908 -0.508 0.048 -2.0 0.7 2.8 -0.451
C -0.040 -1.630 -0.200 4.0 4.2 2.1 -0.807
C 1.391 -1.151 -0.687 0.5 1.0 -2.2 -0.689
N 2.418 -0.359 0.138 -1.4 0.7 -2.1 -0.527
H -1.908 1.602 2.298 -0.5 -0.3 2.1 0.411
H -2.342 1.593 0.614 0.3 0.5 0.4 0.273
H -1.041 2.777 1.190 -1.1 -1.7 0.5 0.275
H 0.119 0.430 1.816 0.7 -0.9 0.6 0.467
H 0.289 1.174 0.239 0.1 0.0 0.5 0.404
H -1.729 -0.949 0.538 0.7 1.1 -0.7 0.249
H -0.532 -2.256 -0.824 -1.0 -1.9 -2.5 0.477
H 0.226 -2.185 0.664 -0.1 -0.7 1.5 0.405
H 1.869 -2.092 -0.893 0.3 -0.5 -0.7 0.438
H 1.345 -0.530 -1.639 -0.4 -1.1 0.9 0.343
H 3.231 -0.068 -0.510 -1.8 -1.1 1.6 0.252
H 2.655 -1.010 0.829 1.4 -0.6 1.3 0.210
O -0.751 1.107 -2.223 -1.7 0.0 -0.2 -0.742
H -1.737 0.992 -2.304 1.5 0.3 -0.2 0.285
H -0.635 0.664 -1.365 -0.1 -0.2 -0.2 0.315
```
Positions in Å, forces in eV/Å.


[3]
This record from OMol25 describes 2 unconnected molecules or ions with the total composition C4H14N2O. The level of theory is the ωB97M-V functional and the def2-TZVPD basis.

electronic energy	-9394.22052	eV
energy above the lowest of the compared OMol25 structures with the same formula, charge and spin	0.349	eV
charge	+1
multiplicity	2
expectation value of S²	0.7563
gap between HOMO and LUMO (spin up / spin down)	10.40 / 5.60	eV
E_LUMO (spin up / spin down)	-2.98 / -7.78	eV

The geometry in XYZ format:
```
21
Properties=species:S:1:pos:R:3:forces:R:3:mulliken_charge:R:1
N -0.132 0.772 0.038 0.3 0.6 0.3 -0.323
C -2.733 -0.924 0.951 -0.1 0.4 -0.4 -1.264
C -2.266 -0.320 -0.370 -0.1 0.3 0.0 -0.425
C -0.705 -0.367 -0.464 0.2 0.0 0.5 0.119
C -0.310 -0.643 -2.018 0.4 -0.5 -0.6 -0.753
N 1.000 -1.089 -2.216 0.1 0.5 0.7 -0.383
H -0.312 1.686 -0.350 -0.3 0.0 0.0 0.255
H 0.206 0.761 0.987 0.5 0.1 -0.1 0.274
H -2.495 -1.980 1.011 0.2 -0.1 0.3 0.375
H -2.335 -0.332 1.783 -0.1 -0.4 0.0 0.340
H -3.819 -0.837 0.962 -0.1 0.0 0.2 0.369
H -2.575 0.729 -0.368 0.1 -0.1 -0.3 0.294
H -2.703 -0.798 -1.239 -0.1 -0.2 -0.1 0.403
H -0.262 -1.185 0.103 -0.4 -0.3 0.0 0.399
H -1.018 -1.414 -2.290 -0.2 -0.3 0.0 0.364
H -0.511 0.242 -2.599 -0.1 0.4 -0.1 0.402
H 1.331 -1.874 -1.666 -0.2 -0.2 -0.3 0.264
H 1.716 -0.375 -2.281 -0.1 -0.1 -0.1 0.289
H 6.373 2.892 2.712 0.1 0.1 0.0 0.318
H 5.339 2.325 3.667 0.0 0.0 0.1 0.305
O 6.210 2.731 3.646 -0.1 0.0 -0.1 -0.623
```
Positions in Å, forces in eV/Å.